DFT (the ωB97M-V functional and the def2-TZVPD basis) results for one molecule with the formula C25H21BrN4O2.

Structure (SMILES): O=C(NCCc1c[nH]c2ccccc12)/C(=C\c1cccnc1)NC(=O)c1ccccc1Br
Largest force on an atom: 0.75 eV/Å
HOMO: -8.1 eV
Energy: -106364.952 eV
Relative energy (zero: lowest compared OMol25 entry of this formula, charge and spin): 0.4 kJ/mol
LUMO level: 0.359 eV

CARTESIAN COORDINATES (ANGSTROEM)
O (-0.96973, -3.30388, -1.14948)
C (-0.53126, -2.28836, -0.64784)
N (0.46771, -2.25598, 0.24959)
C (1.30908, -3.39274, 0.54705)
C (2.56575, -3.39675, -0.35248)
C (3.02505, -2.00181, -0.63322)
C (3.02219, -1.37818, -1.85000)
N (3.42890, -0.07804, -1.72110)
C (3.65570, 0.18043, -0.40284)
C (4.03890, 1.35738, 0.22855)
C (4.19917, 1.32430, 1.59561)
C (3.99260, 0.14816, 2.32311)
C (3.61192, -1.02024, 1.70529)
C (3.42887, -1.01610, 0.32133)
C (-1.01288, -0.90347, -1.02351)
C (-2.25126, -0.41538, -0.87063)
C (-3.38323, -1.00085, -0.17222)
C (-3.63581, -2.36594, -0.02527)
C (-4.76084, -2.76817, 0.67352)
C (-5.60676, -1.80208, 1.19636)
N (-5.39012, -0.50395, 1.05427)
C (-4.31957, -0.12292, 0.39002)
N (0.03097, -0.18445, -1.62598)
C (0.25144, 1.14687, -1.79758)
O (1.19355, 1.53120, -2.46370)
C (-0.66970, 2.11496, -1.12540)
C (-1.43871, 2.97166, -1.90725)
C (-2.27100, 3.90624, -1.31834)
C (-2.32803, 4.01085, 0.06207)
C (-1.54032, 3.19409, 0.85421)
C (-0.71387, 2.25822, 0.25672)
Br (0.38913, 1.17567, 1.37476)
H (0.80175, -1.36517, 0.58756)
H (0.72264, -4.29724, 0.37832)
H (1.58946, -3.33390, 1.59958)
H (3.35096, -3.97250, 0.14103)
H (2.32954, -3.88200, -1.30095)
H (2.79931, -1.79060, -2.81758)
H (3.38482, 0.61827, -2.44709)
H (4.19658, 2.26233, -0.33884)
H (4.49124, 2.22149, 2.12071)
H (4.13492, 0.16479, 3.39342)
H (3.46339, -1.92322, 2.27839)
H (-2.44703, 0.58545, -1.23409)
H (-2.98031, -3.09568, -0.47162)
H (-4.98256, -3.81673, 0.79843)
H (-6.50139, -2.06918, 1.74307)
H (-4.18307, 0.94940, 0.30244)
H (0.78485, -0.75878, -1.99985)
H (-1.38121, 2.88332, -2.98167)
H (-2.87225, 4.55430, -1.93680)
H (-2.97856, 4.73512, 0.52727)
H (-1.56291, 3.28102, 1.92945)

Atomic partial charges in e from the Löwdin method, atoms 1 to 5:
1 O 0.07
2 C -0.44
3 N 0.08
4 C -0.15
5 C -0.11

***

DFT (the ωB97M-V functional and the def2-TZVPD basis) results for C25H21BrN4OPS2Se2Ti as an isolated structure at a distorted geometry.

Largest force on an atom: 3.34 eV/Å
⟨S²⟩: 0.754
Total charge: -2
HOMO (spin up / spin down): -1.2 / -1.3 eV
Spin multiplicity: 2
Energy: -289088.906 eV
Relative energy (zero: lowest compared OMol25 entry of this formula, charge and spin): 80.4 kJ/mol
LUMO level (spin up / spin down): 4.559 / 4.558 eV

CARTESIAN COORDINATES (ANGSTROEM)
Ti (-5.40314, -0.19783, 20.11446)
N (-5.45101, 1.81509, 23.86834)
C (-5.84794, 1.41133, 22.65148)
S (-6.28211, -0.21778, 22.39758)
N (-5.96261, 2.23818, 21.63443)
N (-6.14968, 1.56120, 20.50435)
C (-6.51885, 2.20815, 19.41049)
C (-7.42232, 1.75510, 18.42192)
C (-7.99541, 2.61893, 17.43434)
C (-8.75404, 2.03186, 16.45288)
C (-8.98081, 0.65087, 16.44264)
C (-8.45517, -0.22620, 17.37947)
C (-7.68122, 0.34980, 18.38328)
O (-7.07936, -0.40128, 19.30441)
H (-5.22526, 1.12546, 24.59766)
H (-5.12601, 2.78089, 24.02202)
H (-6.21196, 3.25009, 19.34667)
H (-7.85044, 3.69083, 17.47494)
H (-9.17923, 2.61262, 15.64371)
H (-9.56684, 0.23569, 15.61824)
H (-8.59126, -1.31002, 17.31711)
Se (-3.04066, -0.19166, 21.39475)
P (-2.21275, 1.90838, 21.00003)
Se (-3.09050, 3.57652, 19.95438)
C (-0.62230, 1.51192, 20.22560)
C (-0.24848, 2.15685, 19.02061)
C (0.93324, 1.81470, 18.36218)
C (1.73805, 0.79478, 18.84723)
C (1.34109, 0.08880, 19.96422)
C (0.17206, 0.45059, 20.65827)
C (-1.84319, 2.32593, 22.73613)
C (-2.24449, 3.57527, 23.23603)
C (-2.05140, 3.92370, 24.58195)
C (-1.54011, 2.97639, 25.45470)
C (-1.23965, 1.69405, 24.99007)
C (-1.39530, 1.38292, 23.65470)
H (-0.91771, 2.95124, 18.63240)
H (1.28313, 2.35080, 17.47428)
H (2.69102, 0.58825, 18.37285)
H (1.95854, -0.73242, 20.33117)
H (-0.07530, -0.10829, 21.55016)
H (-2.68505, 4.27331, 22.51785)
H (-2.25998, 4.92152, 24.95410)
H (-1.32838, 3.21329, 26.48731)
H (-0.80084, 0.97552, 25.67749)
H (-1.18081, 0.36339, 23.29679)
S (-3.90400, -2.76315, 22.31070)
C (-4.62505, -3.26057, 20.89653)
C (-4.50774, -4.65221, 20.64153)
C (-4.98173, -5.19842, 19.46545)
C (-5.48739, -4.33323, 18.49669)
C (-5.60709, -2.98097, 18.76178)
N (-5.20797, -2.43175, 19.94280)
H (-3.96394, -5.24978, 21.36954)
H (-4.95807, -6.27050, 19.26453)
H (-5.84897, -4.72066, 17.56177)
H (-6.01567, -2.28031, 18.02441)
Br (-4.20636, 0.17576, 18.04000)

Atomic partial charges in e from the Löwdin method, atoms 1 to 5:
1 Ti 0.16
2 N 0.08
3 C -0.91
4 S 0.59
5 N -0.01

***

DFT (the ωB97M-V functional and the def2-TZVPD basis) results for C25H21Cl6N5O8STi as an isolated structure.

Largest force on an atom: 0.80 eV/Å
HOMO: -6.4 eV
Energy: -159175.705 eV
Relative energy (zero: lowest compared OMol25 entry of this formula, charge and spin): 1090.2 kJ/mol
LUMO level: -1.572 eV

CARTESIAN COORDINATES (ANGSTROEM)
Ti (0.52787, -1.33957, -0.20785)
Cl (3.93343, -6.45349, -4.36582)
C (3.09033, -5.16357, -3.61098)
C (3.47432, -4.72474, -2.34478)
Cl (4.78864, -5.46708, -1.52915)
C (2.78883, -3.68108, -1.73949)
Cl (3.24188, -3.08459, -0.19169)
C (1.71298, -3.06689, -2.37870)
O (1.04074, -2.06462, -1.81024)
C (1.33555, -3.50827, -3.64654)
Cl (0.00096, -2.73571, -4.40459)
C (2.01997, -4.55085, -4.26150)
Cl (1.53833, -5.08127, -5.81979)
O (-2.52426, 5.82836, -2.25898)
C (0.00419, 5.26219, -2.85632)
O (0.50984, 3.88034, -3.55975)
C (0.41314, 2.71423, -2.98592)
C (-0.78888, 1.97678, -2.84384)
C (-0.81090, 0.86068, -2.03958)
N (0.26491, 0.43108, -1.37929)
C (1.43656, 1.06036, -1.59702)
C (1.57643, 2.14861, -2.40483)
C (2.55087, 0.52450, -0.75244)
O (3.70719, 0.78987, -0.88524)
O (2.04935, -0.27361, 0.21274)
H (-1.70943, 2.32067, -3.31555)
H (-1.72529, 0.30508, -1.87590)
H (2.53188, 2.64140, -2.51097)
C (-4.30349, 2.45987, 1.66483)
C (-2.96924, 2.73260, 1.01537)
C (-2.82530, 3.80036, 0.11817)
C (-1.58439, 4.12758, -0.37841)
Cl (-1.42615, 4.79895, -2.29755)
C (-0.44022, 3.48806, 0.03410)
C (-0.56183, 2.39462, 0.87987)
C (-1.81944, 1.98595, 1.30342)
O (-1.85633, 0.81565, 2.06352)
C (-2.79373, -0.16944, 1.69729)
C (-2.22023, -1.38042, 0.97884)
O (-2.65819, -2.48224, 1.23023)
O (-1.33046, -1.19126, 0.01516)
H (-4.80474, 3.40556, 1.86772)
H (-4.19021, 1.92962, 2.60978)
H (-4.97100, 1.87602, 1.02595)
H (-3.69135, 4.37383, -0.19205)
H (0.52246, 3.78532, -0.38172)
H (0.30018, 1.79692, 1.15697)
H (-3.56151, 0.22664, 1.02770)
H (-3.28574, -0.54126, 2.59453)
S (0.61934, -1.89790, 2.31787)
C (0.91423, -0.45628, 3.19266)
N (1.78794, 0.49397, 2.89653)
C (1.64764, 1.64536, 3.79010)
C (0.82978, 1.04560, 4.94905)
N (0.28914, -0.16359, 4.32915)
H (2.28434, 0.46832, 2.01440)
H (1.10212, 2.44599, 3.28842)
H (2.61831, 2.01503, 4.10932)
H (0.03411, 1.71082, 5.27447)
H (1.45675, 0.78523, 5.80345)
H (-0.36239, -0.79851, 4.75496)
N (0.62558, -4.66069, 0.53386)
N (-0.15751, -3.53934, 0.09802)
H (0.01011, -5.35437, 0.94393)
H (1.26146, -4.34157, 1.25501)
H (-1.02321, -3.44549, 0.63672)
H (-0.44627, -3.73436, -0.85762)

Atomic partial charges in e from the Löwdin method, atoms 1 to 5:
1 Ti 1.02
2 Cl 0.70
3 C -0.70
4 C -0.69
5 Cl 0.71

***

DFT (the ωB97M-V functional and the def2-TZVPD basis) results for C25H21F5LuN5O3 as an isolated structure.

Largest force on an atom: 0.76 eV/Å
Total charge: +2
HOMO: -13.8 eV
Energy: -87057.817 eV
Relative energy (zero: lowest compared OMol25 entry of this formula, charge and spin): 7.6 kJ/mol
LUMO level: -6.369 eV

CARTESIAN COORDINATES (ANGSTROEM)
Lu (-0.38029, -0.65670, -0.78378)
C (-0.90524, 2.81902, -2.18348)
C (-1.60546, 2.60400, -0.87589)
C (-2.54159, 3.53349, -0.43170)
C (-3.08983, 3.40876, 0.82781)
C (-2.64571, 2.38635, 1.65350)
C (-1.71064, 1.50075, 1.16530)
N (-1.24076, 1.56135, -0.10526)
C (-1.05539, 0.48464, 2.03756)
C (-1.39642, 0.22574, 3.35438)
C (-0.64023, -0.70158, 4.05354)
C (0.42515, -1.34225, 3.43688)
C (0.69162, -1.04157, 2.11391)
N (-0.03918, -0.14385, 1.45408)
C (1.76562, -1.67384, 1.29581)
C (2.70732, -2.52217, 1.83469)
C (3.69506, -3.03400, 1.00264)
C (3.71560, -2.67719, -0.33182)
C (2.73052, -1.83147, -0.82206)
C (2.72063, -1.37729, -2.25240)
N (1.76542, -1.35511, -0.01926)
H (-1.33283, 3.66623, -2.71379)
H (-0.95281, 1.94838, -2.82986)
H (0.14793, 3.04144, -1.99808)
H (-2.81342, 4.35878, -1.07464)
H (-3.81712, 4.12440, 1.18838)
H (-2.99845, 2.31166, 2.67107)
H (-2.22229, 0.73012, 3.83269)
H (-0.88251, -0.92623, 5.08357)
H (1.01042, -2.06781, 3.98132)
H (2.69388, -2.77297, 2.88462)
H (4.45150, -3.69626, 1.40280)
H (4.48541, -3.04404, -0.99624)
H (3.45748, -1.91401, -2.84493)
H (2.96012, -0.31336, -2.30903)
H (1.75152, -1.54608, -2.72919)
C (-0.96444, -0.21211, -5.67926)
O (-2.12500, -0.45507, -4.83070)
C (-1.93259, -0.50047, -3.54607)
O (-0.83214, -0.30056, -2.99448)
N (-3.04696, -0.77356, -2.84929)
N (-2.94186, -0.85093, -1.45487)
H (-1.37192, -0.12056, -6.67809)
H (-0.29095, -1.06145, -5.61035)
H (-0.47275, 0.70604, -5.37334)
H (-3.91486, -0.96524, -3.32967)
H (-3.13720, -1.79786, -1.13874)
H (-3.62025, -0.22306, -1.03272)
F (0.59480, -7.27612, -1.06572)
C (0.15932, -6.06808, -0.74544)
C (-0.30385, -5.80929, 0.53765)
F (-0.30818, -6.78263, 1.43317)
C (-0.75292, -4.54662, 0.89630)
F (-1.19047, -4.33556, 2.13752)
C (-0.75656, -3.50874, -0.02548)
O (-1.17618, -2.26112, 0.22887)
C (-0.26481, -3.80869, -1.28222)
F (-0.24098, -2.73816, -2.15547)
C (0.18038, -5.04776, -1.68251)
F (0.64617, -5.24694, -2.90826)

Atomic partial charges in e from the Löwdin method, atoms 1 to 5:
1 Lu 1.83
2 C 0.00
3 C -0.29
4 C 0.01
5 C 0.00